Here is a structure of composition AlBH24O10 at a distorted geometry from OMol25. Energies are from ωB97M-V with the def2-TZVPD basis set.

## Properties
- Energy relative to the best compared isomer or geometry (same formula, charge and spin): 394.5 kJ/mol
- LUMO: -14.7 eV
- Frontier orbital gap: 3.135 eV

```
! RIJCOSX wB97M-V def2-TZVPD def2/J DEFGRID3
* xyz 2 1
Al -0.841 2.066 1.956
B -0.081 -0.191 -0.110
H -0.020 -1.035 0.560
H 0.127 -0.422 -1.143
H -1.060 0.231 0.053
H 0.686 0.510 0.181
O 2.033 -2.948 1.609
H 1.603 -2.394 0.958
H 1.974 -3.833 1.248
O -2.414 -1.805 -0.775
H -2.196 -2.706 -0.535
H -1.567 -1.369 -0.862
O -3.472 1.441 0.178
H -4.194 1.987 -0.132
H -3.720 0.551 -0.071
O 0.308 -2.740 -2.207
H -0.025 -3.250 -1.469
H 0.224 -1.828 -1.926
O 0.325 1.095 -3.155
H 0.546 0.718 -2.304
H -0.306 0.482 -3.532
O 2.762 -0.506 -0.543
H 3.010 0.418 -0.529
H 1.807 -0.500 -0.482
O -2.086 -0.852 2.277
H -2.611 -1.379 2.879
H -2.013 -1.389 1.488
O -0.814 3.230 -0.968
H -0.948 3.964 -1.567
H -0.377 2.564 -1.499
O 1.896 2.987 0.721
H 2.289 3.725 0.255
H 2.610 2.356 0.817
O 1.869 0.503 2.821
H 2.528 0.246 2.176
H 2.145 0.075 3.631
*
```

Atomic partial charges in e from the Löwdin method, atoms 1 to 8: 1.4891, -0.3447, 0.0727, -0.0095, 0.0053, -0.0045, 0.0830, 0.0000